{
  "formula": "C2H11N6",
  "method": "wB97M-V/def2-TZVPD",
  "elements": ["H", "N", "H", "C", "N", "H", "H", "N", "H", "C", "N", "H", "H", "H", "H", "N", "H", "H", "N"],
  "positions_angstrom": [[3.6017, -1.0965, 0.0391], [1.6921, -1.4629, 0.3430], [0.7473, -1.1678, 0.3325], [-1.2076, -0.9723, -0.8922], [0.3209, 0.7565, -0.7467], [1.3473, 1.9773, 0.8685], [-1.4592, -0.4842, 1.7053], [1.3006, 1.3197, 0.0330], [-1.9596, -1.5834, -0.4557], [-1.2904, 0.4103, 1.0041], [-0.5117, -0.1391, -0.0198], [-1.9417, -0.3968, -1.6105], [3.2193, 1.0921, -0.7330], [-0.5795, 1.0842, 1.5818], [-0.4376, -1.5720, -1.3631], [2.5541, 0.6544, -0.0591], [-0.1644, 1.5608, -1.1715], [-2.2926, 0.8057, 0.8561], [2.6091, -0.6074, 0.1970]],
  "atomic_forces_ev_per_a": [[-2.68, 1.73, 0.56], [-0.62, -2.53, -0.54], [-2.88, 0.83, 0.91], [-1.68, -0.18, -3.16], [-0.02, 1.62, 0.20], [-1.25, -1.33, -1.53], [0.04, 1.31, -0.62], [3.29, -0.39, 1.13], [-0.07, -0.76, 1.23], [1.13, -0.81, 4.70], [0.09, 1.30, -0.96], [1.91, -0.61, 0.70], [-0.86, -1.10, 0.34], [-1.45, -0.45, -0.49], [-0.50, -0.21, -0.90], [-1.18, 5.96, -1.18], [-0.47, -0.81, 0.06], [0.16, 0.40, -0.89], [7.02, -3.97, 0.45]],
  "molar_mass_g_mol": 119.2,
  "lumo_energy_ev": [-2.67, -7.61],
  "total_charge": 1,
  "orbital_gap_ev": [8.778, 6.099],
  "multiplicity": 3,
  "e_homo_ha": [-0.4207, -0.5040]
}